1.
The ion C3H9N2O2S with charge -1 in a non-equilibrium geometry, computed with wB97M-V/def2-TZVPD.

```
17
Properties=species:S:1:pos:R:3:mulliken_charge:R:1
N 0.36 0.43 -0.49 -0.099
H -0.79 -1.76 -1.05 0.487
C 0.43 1.71 0.22 -1.211
H -0.33 1.96 0.95 0.364
C -0.04 -1.91 -0.40 -1.617
H 1.43 1.76 0.57 0.455
H 1.05 -0.65 1.07 0.327
O -0.20 3.07 -2.44 -0.663
H -1.42 1.29 -0.80 0.326
O -1.52 1.54 -3.78 -0.585
H -0.23 -2.72 0.18 0.469
H 0.76 -2.01 -1.06 0.389
H -0.77 -0.49 1.10 0.230
H 0.50 2.49 -0.49 0.389
S -0.32 1.63 -2.93 0.536
N -0.92 0.63 -1.33 -0.663
C 0.17 -0.71 0.47 -0.136
```

Properties
**HOMO energy**: -3.77 eV
**Total charge**: -1
**Kohn-Sham gap**: 7.675 eV
**ΔE to the lowest compared entry with this formula, charge and spin**: 4.0140 eV
**LUMO energy**: 3.90 eV

---

2.
A cluster of 2 separate species, C3H9N2O3 in total in a non-equilibrium geometry, computed with wB97M-V/def2-TZVPD.

```
17
Properties=species:S:1:pos:R:3:mulliken_charge:R:1
H 1.45 -0.67 2.15 0.370
O -2.17 3.42 0.92 -0.608
H 0.78 -2.45 1.09 0.204
O 0.30 -1.12 -1.74 -0.733
H -0.11 1.64 -0.12 0.177
O -1.32 -1.97 -0.41 -0.749
C 1.60 0.61 0.26 -0.755
H 0.55 1.09 -1.66 0.331
C -0.14 -1.55 -0.61 0.486
H -2.29 3.05 0.04 0.312
N 0.78 1.33 -0.66 -0.564
C 0.81 -0.41 1.31 -0.505
H 2.34 0.09 -0.33 0.349
H -3.02 3.20 1.15 0.290
H -0.06 0.08 1.78 0.184
N 0.66 -1.60 0.56 -0.172
H 2.26 1.27 0.72 0.381
```

Properties
**HOMO energy**: -3.14 eV
**Total charge**: -1
**Kohn-Sham gap**: 6.487 eV
**ΔE to the lowest compared entry with this formula, charge and spin**: 2.7868 eV
**LUMO energy**: 3.34 eV

---

3.
A cluster of 2 separate species, C3H9N2O3 in total, computed with wB97M-V/def2-TZVPD.

```
17
Properties=species:S:1:pos:R:3:mulliken_charge:R:1
H -2.65 1.59 -0.11 0.398
H 2.32 -2.14 1.83 0.276
H -0.48 1.57 -1.49 0.387
H 2.93 -2.44 0.28 0.229
O 0.44 -0.73 1.02 -0.550
H -0.34 -0.02 -1.03 0.148
H -1.02 2.32 1.86 0.385
H -1.69 0.50 -1.90 0.399
O 0.97 -1.48 -0.99 -0.605
N 2.11 -2.28 0.85 -0.496
N -1.01 0.75 -1.18 -0.169
C -0.78 2.10 0.81 0.232
C -1.69 1.12 0.11 -0.641
O 0.13 2.61 0.22 -0.461
H 1.43 -2.27 -1.34 0.345
C 1.15 -1.45 0.37 0.771
H -1.83 0.23 0.70 0.353
```

Properties
**HOMO energy**: -14.67 eV
**Total charge**: +1
**Kohn-Sham gap**: 11.521 eV
**ΔE to the lowest compared entry with this formula, charge and spin**: 0.2145 eV
**LUMO energy**: -3.15 eV

---

4.
The molecule C3H9N2OP in a non-equilibrium geometry, computed with wB97M-V/def2-TZVPD.

```
16
Properties=species:S:1:pos:R:3:mulliken_charge:R:1
H 1.56 -2.34 -0.33 0.233
C -1.75 -0.19 -0.34 0.056
N 2.10 -1.59 0.18 -0.762
H -1.42 -0.88 -1.12 0.168
H -3.39 0.79 0.81 0.166
H 2.09 -1.63 1.22 0.250
C -0.70 0.59 0.21 -0.219
P 0.91 0.23 -0.12 0.616
H 2.75 0.78 0.83 0.264
H 1.64 2.08 0.94 0.280
H -0.85 1.01 1.20 0.310
N 1.79 1.12 0.92 -0.589
H 0.91 -0.28 -2.26 0.344
H -3.94 -0.28 -0.44 0.316
O 1.33 0.48 -1.66 -0.453
C -3.05 0.11 -0.05 -0.979
```

Properties
**HOMO energy (alpha / beta)**: -7.06 / -7.06 eV
**Total charge**: 0
**Kohn-Sham gap (alpha / beta)**: 7.315 / 7.316 eV
**SMILES string**: C=CC=P(N)(N)O
**ΔE to the lowest compared entry with this formula, charge and spin**: 3.0586 eV
**LUMO energy (alpha / beta)**: 0.26 / 0.26 eV

---

5.
A cluster of 2 separate species, C3H9N2OP in total in a non-equilibrium geometry, computed with wB97M-V/def2-TZVPD.

```
16
Properties=species:S:1:pos:R:3:mulliken_charge:R:1
H 1.19 0.20 -2.08 0.285
H -0.52 0.50 -2.16 0.220
H 2.32 0.06 1.13 0.328
H -2.43 -0.09 0.37 0.222
H 1.47 2.93 -0.03 0.292
H -0.22 -1.78 1.35 0.394
H -0.96 1.53 1.68 0.285
C -1.99 -1.02 0.52 -0.550
C 0.05 1.19 1.49 -0.733
H -2.66 -1.85 0.54 0.292
P 0.66 0.83 -0.08 1.090
H 1.74 -1.05 0.25 0.283
N 0.20 0.23 -1.55 -0.550
O 1.40 2.23 -0.59 -0.550
C -0.71 -1.03 0.88 -0.555
N 2.09 -0.10 0.16 -0.755
```

Properties
**HOMO energy (alpha / beta)**: -8.59 / -8.59 eV
**Total charge**: 0
**Kohn-Sham gap (alpha / beta)**: 8.812 / 8.812 eV
**ΔE to the lowest compared entry with this formula, charge and spin**: 5.4078 eV
**LUMO energy (alpha / beta)**: 0.22 / 0.22 eV

---

6.
A cluster of 2 separate species, C3H9N2OS in total in a non-equilibrium geometry, computed with wB97M-V/def2-TZVPD.

```
16
Properties=species:S:1:pos:R:3:mulliken_charge:R:1
C 0.04 1.42 -0.65 0.649
H -1.09 0.67 -2.28 0.218
H 1.58 -1.78 1.31 0.334
H -2.62 -1.32 0.14 0.096
O 0.36 2.32 0.00 -0.493
N 1.57 0.06 0.42 0.043
H -1.31 2.20 -2.01 0.210
H 2.85 -1.48 0.30 0.397
H -4.60 -1.34 0.82 0.184
H -0.01 -0.86 -0.69 0.353
H 3.06 -0.69 1.73 0.339
N -0.84 1.44 -1.65 -0.338
S -3.42 -0.75 1.19 -0.276
H 1.60 1.01 0.77 0.293
C 0.53 0.07 -0.40 -0.147
C 2.29 -0.97 0.99 -0.859
```

Properties
**HOMO energy**: -12.77 eV
**Total charge**: +1
**Kohn-Sham gap**: 6.637 eV
**ΔE to the lowest compared entry with this formula, charge and spin**: 2.2883 eV
**LUMO energy**: -6.14 eV

---

7.
A structure of composition C3H9N2OS in a non-equilibrium geometry, computed with wB97M-V/def2-TZVPD.

```
16
Properties=species:S:1:pos:R:3:lowdin_spin:R:1
S -2.37 -0.27 0.66 0.782
O 1.31 1.59 0.02 0.006
H -1.33 -2.03 -0.44 0.030
H 1.88 -1.05 -1.53 0.000
H 0.62 -0.16 -2.03 0.001
H -0.58 0.73 2.36 0.008
C -1.07 -0.91 -0.42 0.078
H 0.48 2.01 2.22 0.001
H 0.83 -1.54 0.61 0.000
N 1.20 -0.47 -1.26 0.008
H -2.89 0.65 -0.18 0.024
C 0.40 -0.72 -0.04 0.022
H 1.89 1.13 -0.96 0.001
C 0.64 0.67 0.61 0.008
N 0.22 1.06 1.85 0.033
H -1.23 -0.69 -1.46 0.000
```

Properties
**2S+1**: 2
**HOMO energy (alpha / beta)**: -19.58 / -19.55 eV
**Total charge**: +2
**Kohn-Sham gap (alpha / beta)**: 11.261 / 5.986 eV
**ΔE to the lowest compared entry with this formula, charge and spin**: 0.1476 eV
**LUMO energy (alpha / beta)**: -8.32 / -13.56 eV

---

8.
A structure of composition C3H9N2Pt in a non-equilibrium geometry, computed with wB97M-V/def2-TZVPD.

```
15
Properties=species:S:1:pos:R:3:mulliken_charge:R:1
H -0.18 1.14 1.34 0.284
H -1.65 1.53 0.04 0.430
Pt -0.25 1.27 -1.82 0.569
H 0.56 -1.76 0.55 0.342
H 0.80 0.06 -1.24 -0.116
H -2.14 -0.78 -1.30 0.268
N -1.33 0.59 -0.23 0.136
N -2.39 0.05 -0.74 -0.681
H -1.10 -0.31 1.71 0.317
C -0.47 0.16 0.96 -0.578
H 2.28 0.58 -0.18 0.364
C 1.60 -0.22 -0.47 -0.709
H 2.20 -0.97 -0.97 0.340
C 0.76 -0.70 0.71 -0.288
H 1.30 -0.63 1.65 0.321
```

Properties
**HOMO energy**: -13.74 eV
**Total charge**: +1
**Kohn-Sham gap**: 7.406 eV
**LUMO energy**: -6.33 eV

---

Number 1: DFT total energy -777.8433 Ha. Number 2: DFT total energy -454.9322 Ha. Number 3: DFT total energy -454.7345 Ha. Number 4: DFT total energy -645.7280 Ha. Number 5: DFT total energy -645.6417 Ha. Number 6: DFT total energy -702.3403 Ha. Number 7: DFT total energy -701.8603 Ha. Number 8: DFT total energy -348.0704 Ha.